Version A
C5H15N2 | wB97M-V/def2-TZVPD

Structure (XYZ):
```
22
C5H15N2, DFT wB97M-V/def2-TZVPD
N -2.579 0.908 -1.433
C -0.042 -0.604 0.007
C 0.159 -0.424 1.446
C -0.045 1.118 1.717
C 1.588 -0.792 1.905
C 0.965 -0.221 -1.021
N 0.472 -0.314 -2.417
H -2.155 1.750 -1.020
H -3.582 1.065 -1.573
H -2.113 0.182 -0.888
H -0.724 -1.436 -0.248
H -0.518 -0.984 2.083
H -1.097 1.436 1.688
H 0.256 1.332 2.748
H 0.556 1.656 0.983
H 2.431 -0.376 1.358
H 1.706 -0.628 2.978
H 1.611 -1.880 1.781
H 1.177 0.865 -0.863
H 1.906 -0.773 -0.890
H -0.234 0.411 -2.598
H -0.109 -1.155 -2.504
```

Properties
expectation value of S² = 0.76
total charge = +2
LUMO level (alpha / beta) = -0.4304 / -0.5126 Ha
gap between HOMO and LUMO (alpha / beta) = 8.62 / 4.67 eV
multiplicity = 2

Version B
C5H15N2 | wB97M-V/def2-TZVPD

Structure (XYZ):
```
22
C5H15N2, DFT wB97M-V/def2-TZVPD
C -0.611 1.465 3.023
C -0.248 1.686 1.481
C -1.164 0.835 0.499
H -1.610 1.810 3.235
H 0.091 1.900 3.741
H -0.626 0.400 3.229
H 0.807 1.350 1.369
H -0.319 2.732 1.180
H -0.885 0.931 -0.575
H -1.094 -0.206 0.745
H -2.247 1.097 0.614
C 2.376 -0.985 -1.689
N 1.037 -1.276 -1.107
C 0.062 -1.702 -1.885
N -1.235 -1.625 -1.655
H 3.193 -1.545 -1.150
H 2.572 0.122 -1.631
H 2.302 -1.268 -2.769
H 0.685 -0.589 -0.433
H 0.379 -2.088 -2.882
H -1.596 -1.025 -0.937
H -1.870 -2.019 -2.402
```

Properties
expectation value of S² = 0.78
total charge = +2
LUMO level (alpha / beta) = -0.3756 / -0.5636 Ha
gap between HOMO and LUMO (alpha / beta) = 8.00 / 2.88 eV
multiplicity = 2

What should be chosen as the least stable of them? Choose version A.

Version A
C31H53N4O2SSi4TeW | wB97M-V/def2-TZVPD

Structure (XYZ):
```
97
C31H53N4O2SSi4TeW, DFT wB97M-V/def2-TZVPD
W 0.256 -0.176 -0.008
C 1.693 -0.611 4.143
C 1.536 -0.377 2.677
N 0.328 -0.110 2.106
O -0.730 -0.128 2.997
C 2.554 -0.392 1.730
C 3.972 -0.824 1.849
N 2.088 0.186 0.587
O 2.123 -0.251 -0.712
H 0.882 -1.225 4.525
H 1.704 0.327 4.706
H 2.635 -1.117 4.343
H -0.559 0.592 3.612
H 4.199 -1.204 2.843
H 4.648 0.004 1.627
H 4.176 -1.609 1.120
S -0.762 1.062 -4.323
C -0.797 -0.643 -4.351
C -0.545 -1.188 -3.126
C -0.331 -0.227 -2.102
C -0.415 1.039 -2.636
C -0.099 2.198 -1.842
C -0.118 3.519 -2.292
C 0.271 4.525 -1.443
C 0.690 4.216 -0.151
C 0.680 2.903 0.238
N 0.277 1.915 -0.575
H -0.986 -1.163 -5.281
H -0.477 -2.253 -2.965
H -0.429 3.732 -3.307
H 0.264 5.554 -1.782
H 1.023 4.981 0.534
H 0.996 2.593 1.219
C -4.834 -3.216 0.461
N -3.412 -2.770 0.535
C -3.154 -2.184 1.894
C -3.042 -1.852 -0.662
C -3.096 -0.413 -0.273
C -4.348 0.195 -0.342
C -4.561 1.465 0.165
C -3.501 2.106 0.779
C -2.251 1.503 0.808
C -1.967 0.243 0.257
H -5.030 -3.913 1.272
H -5.019 -3.695 -0.494
H -5.466 -2.337 0.566
H -2.811 -3.590 0.458
H -3.784 -1.310 2.020
H -2.113 -1.902 1.976
H -3.410 -2.944 2.628
H -3.762 -2.093 -1.442
H -2.054 -2.149 -0.984
H -5.172 -0.338 -0.809
H -5.535 1.935 0.090
H -3.636 3.088 1.221
H -1.467 2.053 1.301
C 0.042 -7.991 2.049
Si -0.117 -6.124 2.186
C -1.843 -5.719 2.843
C 1.133 -5.418 3.392
Si 0.291 -5.243 0.047
Te 0.381 -2.732 0.352
Si 2.515 -5.660 -0.640
C 2.706 -4.928 -2.356
C 2.897 -7.497 -0.668
C 3.675 -4.819 0.572
Si -1.190 -6.055 -1.598
C -1.182 -5.023 -3.160
C -0.632 -7.803 -1.993
C -2.980 -6.110 -0.996
H 0.100 -8.433 3.049
H 0.938 -8.294 1.495
H -0.828 -8.428 1.544
H -2.155 -6.501 3.543
H -2.612 -5.664 2.064
H -1.819 -4.777 3.399
H 0.863 -5.682 4.420
H 1.166 -4.325 3.312
H 2.141 -5.802 3.201
H 2.102 -5.476 -3.089
H 3.751 -4.987 -2.679
H 2.401 -3.876 -2.380
H 2.154 -8.093 -1.214
H 2.989 -7.907 0.345
H 3.864 -7.637 -1.164
H 3.386 -3.776 0.734
H 4.702 -4.839 0.194
H 3.665 -5.325 1.543
H -0.190 -4.950 -3.618
H -1.538 -4.010 -2.952
H -1.865 -5.470 -3.892
H 0.342 -7.805 -2.497
H -1.357 -8.267 -2.672
H -0.554 -8.437 -1.102
H -3.447 -5.126 -1.109
H -3.097 -6.446 0.039
H -3.547 -6.801 -1.630
```

Properties
total charge = +1
LUMO level (alpha / beta) = -0.1209 / -0.1261 Ha
gap between HOMO and LUMO (alpha / beta) = 6.04 / 5.91 eV

Version B
C31H53N4O2SSi4TeW | wB97M-V/def2-TZVPD

Structure (XYZ):
```
97
C31H53N4O2SSi4TeW, DFT wB97M-V/def2-TZVPD
W 0.935 0.013 0.768
C 1.146 2.156 4.551
C 0.912 1.734 3.134
N 1.291 0.437 2.740
O 1.283 -0.447 3.831
C 0.360 2.485 2.164
C -0.060 3.915 2.218
N 0.168 1.835 0.900
O 1.472 1.749 0.228
H 2.102 1.795 4.936
H 0.384 1.745 5.215
H 1.121 3.238 4.640
H 0.358 -0.753 3.899
H -1.137 4.001 2.057
H 0.429 4.475 1.418
H 0.179 4.385 3.169
S -2.518 -1.943 3.209
C -3.070 -0.405 2.719
C -2.181 0.248 1.915
C -0.990 -0.493 1.678
C -1.048 -1.703 2.329
C 0.049 -2.625 2.224
C 0.022 -3.927 2.725
C 1.130 -4.730 2.598
C 2.260 -4.213 1.972
C 2.221 -2.925 1.495
N 1.144 -2.123 1.597
H -4.039 -0.057 3.044
H -2.374 1.229 1.505
H -0.879 -4.288 3.202
H 1.122 -5.743 2.978
H 3.159 -4.798 1.845
H 3.079 -2.503 0.998
C 5.796 1.290 3.508
N 4.445 0.841 3.074
C 4.349 -0.645 3.152
C 4.056 1.447 1.709
C 4.173 0.480 0.571
C 5.422 0.403 -0.046
C 5.656 -0.474 -1.091
C 4.613 -1.275 -1.523
C 3.366 -1.179 -0.920
C 3.084 -0.307 0.143
H 6.019 0.863 4.483
H 5.814 2.375 3.559
H 6.518 0.939 2.775
H 3.761 1.208 3.735
H 5.109 -1.071 2.503
H 3.360 -0.949 2.835
H 4.519 -0.937 4.186
H 4.726 2.294 1.574
H 3.048 1.822 1.825
H 6.219 1.064 0.282
H 6.626 -0.518 -1.568
H 4.757 -1.965 -2.344
H 2.582 -1.814 -1.314
C -3.521 -0.479 -5.533
Si -2.016 -0.885 -4.488
C -1.787 -2.748 -4.439
C -0.508 -0.090 -5.269
Si -2.293 -0.076 -2.278
Te -0.132 -1.151 -1.421
Si -2.102 2.273 -2.320
C -2.735 3.080 -0.750
C -0.318 2.746 -2.615
C -3.158 2.852 -3.762
Si -4.189 -1.087 -1.294
C -5.156 0.151 -0.267
C -3.609 -2.557 -0.291
C -5.347 -1.700 -2.637
H -3.319 -0.762 -6.570
H -3.750 0.588 -5.522
H -4.409 -1.020 -5.208
H -1.742 -3.145 -5.456
H -2.609 -3.246 -3.922
H -0.858 -3.023 -3.935
H -0.307 -0.551 -6.239
H 0.381 -0.209 -4.646
H -0.664 0.978 -5.436
H -2.076 2.833 0.082
H -3.754 2.772 -0.510
H -2.732 4.167 -0.872
H 0.318 2.434 -1.785
H -0.232 3.832 -2.719
H 0.068 2.289 -3.528
H -4.185 2.483 -3.707
H -2.733 2.532 -4.715
H -3.198 3.944 -3.768
H -4.541 0.654 0.477
H -5.981 -0.349 0.247
H -5.590 0.915 -0.918
H -2.846 -2.272 0.435
H -3.168 -3.310 -0.949
H -4.445 -3.018 0.242
H -5.720 -0.883 -3.259
H -6.211 -2.177 -2.166
H -4.875 -2.436 -3.290
```

Properties
total charge = +1
LUMO level (alpha / beta) = -0.1420 / -0.1420 Ha
gap between HOMO and LUMO (alpha / beta) = 5.76 / 5.76 eV

What should be chosen as the least stable of them? Choose version A.